1.
57
Properties=species:S:1:pos:R:3:lowdin_charge:R:1 method="wB97M-V/def2-TZVPD" relative_energy_ev=0.3276 smiles="Cc1oc(-c2ccc(Cl)cc2)nc1CN1CCC(C(=O)NC[C@@H]2CCCO2)CC1" total_energy_ha=-1705.33725
C -0.60 5.05 0.20 0.003
C -1.01 3.63 0.35 -0.246
O -1.26 2.91 -0.77 0.126
C -1.60 1.68 -0.34 -0.284
C -1.84 0.59 -1.26 -0.157
C -1.59 0.74 -2.62 -0.007
C -1.73 -0.33 -3.48 -0.092
C -2.13 -1.56 -2.98 -0.677
Cl -2.28 -2.90 -4.04 0.690
C -2.40 -1.72 -1.63 -0.100
C -2.26 -0.65 -0.77 -0.032
N -1.60 1.59 0.96 0.193
C -1.22 2.82 1.43 -0.217
C -0.95 3.06 2.88 -0.125
N 0.21 2.34 3.38 -0.142
C -0.05 0.91 3.45 -0.196
C 1.16 0.14 3.98 -0.140
C 2.41 0.42 3.16 -0.222
C 2.40 -0.03 1.69 -0.467
O 3.24 0.36 0.91 0.059
N 1.43 -0.90 1.33 0.096
C 1.19 -1.27 -0.04 -0.109
C 1.11 -2.79 -0.23 -0.310
C 2.51 -3.46 -0.21 -0.111
C 2.66 -4.04 -1.62 -0.141
C 1.57 -3.31 -2.41 -0.198
O 0.52 -3.11 -1.48 -0.117
C 2.63 1.94 3.18 -0.131
C 1.41 2.63 2.60 -0.179
H -0.61 5.54 1.17 0.079
H 0.41 5.11 -0.22 0.090
H -1.28 5.57 -0.47 0.087
H -1.27 1.70 -3.00 0.119
H -1.53 -0.22 -4.53 0.106
H -2.71 -2.69 -1.25 0.111
H -2.45 -0.75 0.28 0.118
H -0.77 4.13 3.04 0.118
H -1.81 2.76 3.47 0.125
H -0.89 0.77 4.14 0.126
H -0.36 0.52 2.47 0.089
H 0.93 -0.93 4.03 0.112
H 1.36 0.48 5.00 0.120
H 3.27 -0.07 3.62 0.152
H 0.74 -1.20 2.00 0.122
H 2.01 -0.85 -0.64 0.131
H 0.24 -0.84 -0.38 0.109
H 0.44 -3.20 0.54 0.147
H 2.57 -4.23 0.55 0.110
H 3.27 -2.71 0.00 0.112
H 3.65 -3.86 -2.04 0.110
H 2.46 -5.11 -1.62 0.109
H 1.16 -3.89 -3.24 0.120
H 1.93 -2.34 -2.79 0.124
H 3.50 2.19 2.57 0.115
H 2.80 2.27 4.20 0.120
H 1.55 3.72 2.61 0.128
H 1.30 2.32 1.54 0.128

2.
107
Properties=species:S:1:pos:R:3:lowdin_charge:R:1 method="wB97M-V/def2-TZVPD" relative_energy_ev=0.0000 spin_multiplicity=5 total_energy_ha=-7352.69469
Fe -1.00 -1.11 0.10 0.689
O -1.49 0.92 5.35 0.030
C -2.25 -0.21 5.25 -0.271
C -3.03 -0.56 6.35 -0.022
C -3.83 -1.69 6.30 -0.096
C -3.86 -2.47 5.16 -0.099
C -3.09 -2.12 4.07 -0.030
C -2.27 -0.99 4.10 -0.096
C -1.49 -0.59 2.86 -0.435
O -1.49 -1.55 1.89 -0.283
N -0.10 -0.26 3.29 -0.009
N 0.67 -0.12 2.16 0.010
C 1.92 -0.29 2.26 -0.197
C 2.76 -0.33 1.06 -0.588
Br 1.88 -1.04 -0.46 0.928
C 4.05 0.00 0.99 -0.106
C 4.82 0.67 2.05 -0.228
C 4.24 1.61 2.91 -0.045
C 5.01 2.24 3.88 -0.070
C 6.36 1.94 4.00 -0.087
C 6.95 1.02 3.14 -0.081
C 6.18 0.40 2.17 -0.038
H -0.83 0.90 4.64 0.059
H -2.98 0.07 7.23 0.114
H -4.43 -1.95 7.16 0.099
H -4.50 -3.35 5.12 0.094
H -3.10 -2.69 3.15 0.105
H -1.90 0.36 2.48 0.129
H 0.26 -1.01 3.88 0.144
H 2.41 -0.49 3.22 0.140
H 4.58 -0.20 0.06 0.106
H 3.21 1.89 2.79 0.108
H 4.55 2.97 4.53 0.106
H 6.96 2.43 4.76 0.102
H 8.00 0.80 3.22 0.103
H 6.64 -0.31 1.49 0.115
N -2.53 2.08 -2.22 0.164
C -3.19 0.72 -2.26 -0.494
C -4.42 0.74 -3.15 -0.075
P -3.46 0.26 -0.48 0.299
O -4.96 0.77 -0.18 -0.120
O -3.37 -1.23 -0.39 -0.303
O -2.46 1.10 0.25 -0.338
P -1.90 -0.45 -2.89 0.340
O -1.25 0.50 -4.06 -0.153
O -2.47 -1.67 -3.47 -0.272
O -0.85 -0.46 -1.80 -0.434
H -3.22 2.82 -2.13 0.163
H -1.96 2.23 -3.06 0.136
H -1.94 2.09 -1.37 0.041
H -5.17 1.43 -2.76 0.080
H -4.85 -0.26 -3.17 0.093
H -4.17 1.02 -4.17 0.085
H -5.55 0.03 -0.01 0.086
H -1.39 0.08 -4.92 0.085
N -1.44 -5.84 1.68 0.135
N -1.50 -4.88 0.68 -0.285
N -2.47 -4.86 -0.21 0.143
C -2.10 -3.82 -0.96 -0.186
N -0.95 -3.29 -0.53 -0.025
N -0.58 -3.99 0.53 0.086
H -2.40 -6.07 1.91 0.095
H -1.00 -5.39 2.47 0.098
H -2.65 -3.44 -1.80 0.096
C 2.19 5.25 -3.05 -0.043
C 0.82 5.64 -2.56 -0.295
C 0.22 6.78 -3.10 -0.054
C -1.02 7.22 -2.69 -0.087
C -1.71 6.52 -1.71 -0.098
C -1.14 5.37 -1.18 -0.172
C 0.12 4.92 -1.58 -0.336
Sb 0.59 3.08 -0.53 1.601
C 2.64 2.71 -1.02 -0.350
C 3.68 3.13 -0.20 -0.134
C 5.01 2.87 -0.53 -0.089
C 5.29 2.17 -1.69 -0.082
C 4.25 1.71 -2.50 -0.050
C 2.92 1.97 -2.18 -0.349
C 1.82 1.46 -3.07 -0.107
C 0.76 3.93 1.43 -0.328
C 0.02 3.23 2.38 -0.144
C -0.06 3.67 3.70 -0.076
C 0.61 4.83 4.06 -0.077
C 1.33 5.54 3.12 -0.057
C 1.42 5.11 1.79 -0.300
C 2.19 5.97 0.83 -0.057
H 2.59 6.02 -3.70 0.079
H 2.18 4.32 -3.61 0.072
H 2.89 5.11 -2.22 0.069
H 0.76 7.34 -3.85 0.108
H -1.45 8.11 -3.12 0.102
H -2.68 6.85 -1.37 0.101
H -1.67 4.84 -0.39 0.088
H 3.46 3.66 0.72 0.082
H 5.80 3.20 0.12 0.109
H 6.32 1.96 -1.96 0.104
H 4.48 1.15 -3.39 0.110
H 2.23 0.94 -3.94 0.087
H 1.19 2.27 -3.45 0.061
H 1.17 0.77 -2.54 0.003
H -0.52 2.33 2.09 0.060
H -0.66 3.13 4.42 0.091
H 0.55 5.19 5.08 0.104
H 1.84 6.45 3.41 0.113
H 1.76 6.98 0.78 0.093
H 2.18 5.56 -0.18 0.029
H 3.23 6.07 1.14 0.087

3.
6
Properties=species:S:1:pos:R:3:lowdin_charge:R:1 method="wB97M-V/def2-TZVPD" relative_energy_ev=6.3755 total_energy_ha=-78.33210
C -0.65 -0.63 0.13 -0.222
C 0.67 -0.29 -0.17 -0.220
H -1.34 -0.07 -0.89 0.091
H -0.39 0.31 1.27 0.212
H 1.46 -0.04 0.55 0.018
H 0.26 0.72 -0.89 0.120

4.
31
Properties=species:S:1:pos:R:3:lowdin_charge:R:1 method="wB97M-V/def2-TZVPD" relative_energy_ev=4.0531 smiles=c1cn(CCCCCn2ccnc2)cn1 total_energy_ha=-647.59093
C 3.03 -1.52 -0.90 -0.120
C 2.54 -0.32 -1.37 -0.128
N 2.66 0.44 -0.27 -0.118
C 2.03 1.82 -0.03 -0.095
C 0.52 1.46 0.07 -0.183
C 0.07 0.65 1.35 -0.173
C -0.22 -0.82 0.87 -0.140
C -0.92 -0.82 -0.61 -0.151
N -2.36 -0.56 -0.38 -0.086
C -3.09 0.45 -0.98 -0.112
C -4.27 0.46 -0.42 -0.152
N -4.43 -0.70 0.42 0.066
C -3.21 -1.12 0.55 -0.224
C 3.14 -0.32 0.84 -0.251
N 3.45 -1.49 0.53 0.070
H 3.10 -2.52 -1.38 0.092
H 2.20 0.08 -2.47 0.185
H 2.09 2.49 -0.82 0.090
H 2.43 2.07 0.99 0.129
H 0.40 0.81 -0.89 0.080
H 0.00 2.46 0.11 0.120
H -0.88 0.99 1.87 0.123
H 0.71 0.80 2.13 0.048
H -1.03 -1.58 1.38 0.132
H 0.80 -1.38 0.97 0.105
H -0.52 -0.23 -1.41 0.054
H -0.68 -1.98 -1.07 0.173
H -2.45 1.01 -1.55 0.087
H -4.93 1.43 -0.40 0.133
H -3.17 -2.08 1.00 0.114
H 3.03 0.03 1.88 0.131